Entry from OMol25: a cluster of 2 separate species, C5H15NO in total (ωB97M-V/def2-TZVPD).

The HOMO energy is -8.92 eV. Its SMILES is CCNC.CCO. The calculation puts the lowest unoccupied orbital energy at 0.769 eV. As for the net charge: 0. The value obtained for the HOMO-LUMO gap is 9.7 eV. The molar mass comes out at 105.2 g mol⁻¹.

Each atom is followed by the atoms it is bonded to, with distances in Å.
Atoms and positions in Å:
1 C 1.084 1.355 -0.385  C3 1.520, H4 1.088, H5 1.100, N17 1.466
2 H -2.423 -0.440 -0.970  C11 1.091
3 C 1.771 2.495 0.349  C1 1.520, H9 1.089, H13 1.093, H19 1.090
4 H 0.440 1.701 -1.190  C1 1.088
5 H 0.439 0.828 0.334  C1 1.100
6 H 2.232 -1.181 -2.281  C18 1.089
7 H -2.585 -2.557 0.403  C12 1.089
8 H 1.278 0.183 -2.861  C18 1.090
9 H 2.477 2.997 -0.311  C3 1.089
10 H -3.437 -0.243 0.470  C11 1.088
11 C -2.425 -0.433 0.121  H2 1.091, H10 1.088, C12 1.513, H21 1.087
12 C -1.932 -1.739 0.705  H7 1.089, C11 1.513, H16 1.094, O22 1.425
13 H 2.313 2.093 1.208  C3 1.093
14 H 0.604 -0.963 -1.672  C18 1.100
15 H -1.261 -1.135 2.439  O22 0.965
16 H -0.929 -1.984 0.345  C12 1.094
17 N 2.074 0.433 -0.952  C1 1.466, C18 1.455, H20 1.012
18 C 1.510 -0.422 -1.985  H6 1.089, H8 1.090, H14 1.100, N17 1.455
19 H 1.048 3.227 0.712  C3 1.090
20 H 2.450 -0.140 -0.207  N17 1.012
21 H -1.801 0.384 0.474  C11 1.087
22 O -1.962 -1.722 2.130  C12 1.425, H15 0.965